A cluster of 6 separate species, C43H47F8NO4 in total in a non-equilibrium geometry, computed with ωB97M-V with the def2-TZVPD basis set.

Calculated values
total energy = -76769.8076 eV
SMILES = CCCCC[C@H]1OC(=O)O[C@@]1(COC(F)(F)F)NCCC.Fc1ccccc1.Fc1ccccc1.Fc1ccccc1.Fc1ccccc1.Fc1ccccc1
E_LUMO = 0.49 eV
HOMO level = -9.146 eV

The geometry in ORCA input format:
```
! RIJCOSX wB97M-V def2-TZVPD def2/J DEFGRID3
* xyz 0 1
F -0.928 6.516 -1.558
F 2.360 -11.124 -4.943
F 0.802 -1.514 6.130
F -1.581 4.921 2.657
F -1.363 -5.747 -2.159
F 5.281 2.264 -2.613
F -2.609 -4.912 -0.466
F -3.003 -4.221 -2.668
O -1.040 -3.570 -1.629
O 0.719 -1.141 -0.816
O 0.765 -0.253 -3.017
O -0.436 0.826 -1.207
N -0.459 -1.822 1.253
C 2.892 -8.836 -4.756
C -1.401 6.247 2.541
C -0.162 -3.266 1.513
C -0.592 -3.626 3.044
C -4.989 -0.637 0.325
C 0.488 -8.431 -3.407
C -0.776 6.753 1.412
C 6.053 1.509 -4.708
C 4.638 0.075 -6.030
C 5.071 1.548 -3.730
C -1.064 1.176 7.678
C 0.994 2.047 6.766
C 2.415 5.600 -2.610
C 0.018 4.382 -1.881
C 0.402 -0.170 -1.839
C -1.030 8.977 2.302
C -0.564 -1.499 -0.183
C -1.548 0.767 1.096
C -0.594 8.126 1.290
C -0.206 2.247 7.445
C -1.652 8.458 3.434
C 2.311 4.212 -2.600
C 1.112 3.602 -2.239
C 0.131 5.763 -1.899
C -4.241 0.686 0.914
C 1.346 -7.360 -3.644
C 1.337 0.773 6.326
C -2.031 -4.567 -1.711
C 3.657 0.126 -5.043
C 1.317 6.381 -2.263
C -1.208 -0.002 -0.263
C 5.837 0.764 -5.862
C -0.727 -0.096 7.229
C 2.546 -7.561 -4.321
C 0.829 -9.705 -3.852
C -1.579 -2.315 -1.113
C -4.932 -0.755 -1.277
C 0.472 -0.285 6.560
C -1.844 7.085 3.552
C 3.877 0.862 -3.884
C 0.540 -3.221 4.108
C 2.028 -9.894 -4.519
C -2.927 0.327 1.785
H -4.273 -1.618 -1.659
H -0.921 3.925 -1.589
H 1.377 7.463 -2.273
H 0.540 -2.091 4.272
H 0.398 -1.321 1.568
H -2.244 -0.020 -0.780
H 2.270 0.596 5.803
H 0.169 -10.548 -3.684
H -1.861 -1.689 -2.042
H 1.660 2.883 6.581
H 1.031 2.521 -2.235
H -0.445 -8.274 -2.876
H -2.335 6.664 4.421
H -0.707 0.755 1.874
H 4.469 -0.503 -6.933
H 6.602 0.719 -6.630
H -0.112 8.533 0.407
H -1.678 1.881 0.810
H -4.543 0.189 -1.801
H 0.261 -3.681 5.124
H -1.602 -3.149 3.265
H -1.996 1.333 8.211
H 3.211 -6.725 -4.508
H -4.016 1.341 -0.002
H -0.436 6.075 0.640
H 1.581 -3.633 3.836
H -2.557 -2.437 -0.524
H -3.026 0.933 2.761
H -0.471 3.240 7.791
H 3.128 0.906 -3.103
H 3.351 6.073 -2.888
H -0.883 10.048 2.208
H -0.732 -4.001 0.858
H -5.997 -1.010 -1.628
H -1.387 -0.939 7.394
H -2.965 -0.770 2.087
H -0.679 -4.777 3.076
H 2.722 -0.407 -5.177
H 3.166 3.602 -2.875
H -4.557 -1.570 0.830
H 1.079 -6.366 -3.301
H -5.029 1.217 1.561
H -6.098 -0.569 0.620
H 6.976 2.058 -4.563
H 3.826 -9.013 -5.277
H -1.988 9.121 4.223
H 0.973 -3.457 1.477
*
```